No. 1
Formula: C38H32AsCaN6O4S
Source: OMol25
Level of theory: wB97M-V/def2-TZVPD

```
83
Properties=species:S:1:pos:R:3:mulliken_charge:R:1
Ca -0.440 1.204 0.638 1.144
O -3.884 3.221 2.531 -0.816
C -3.063 2.558 1.884 -0.226
N -1.737 2.594 1.853 0.245
C -0.953 3.352 2.744 0.003
C -1.463 3.927 3.907 -0.737
C -0.638 4.592 4.805 -0.623
C 0.715 4.695 4.553 -0.672
C 1.253 4.133 3.401 -0.947
C 0.449 3.462 2.479 0.114
N 0.939 2.936 1.252 -0.253
C 2.229 2.977 0.938 0.227
O 3.233 3.258 1.612 -0.781
C 2.572 2.573 -0.501 0.374
C 3.884 2.145 -0.733 -0.922
C 4.274 1.809 -2.011 -0.137
C 3.353 1.942 -3.043 -0.832
C 2.087 2.386 -2.724 -0.383
N 1.684 2.684 -1.486 -0.269
C -3.659 1.450 0.994 0.636
C -4.965 1.049 1.247 -0.801
C -5.492 -0.001 0.518 -0.423
C -4.708 -0.619 -0.445 -1.075
C -3.421 -0.151 -0.640 -0.230
N -2.907 0.862 0.060 0.571
H -2.523 3.850 4.087 0.465
H -1.070 5.024 5.701 0.363
H 1.366 5.210 5.249 0.374
H 2.309 4.201 3.205 0.479
H 4.552 2.105 0.116 0.431
H 5.279 1.456 -2.207 0.465
H 3.605 1.706 -4.069 0.404
H 1.350 2.523 -3.510 0.539
H -5.513 1.571 2.018 0.514
H -6.500 -0.348 0.711 0.406
H -5.064 -1.459 -1.025 0.484
H -2.758 -0.624 -1.358 0.315
S -1.109 -0.741 2.630 -0.327
C 0.079 -1.987 2.977 0.544
C 0.188 -2.527 4.268 -0.745
C 1.098 -3.527 4.556 -0.565
C 1.942 -4.033 3.570 -0.784
C 1.855 -3.515 2.287 -0.448
C 0.937 -2.514 1.995 0.085
As 0.788 -1.677 0.268 0.584
C -0.648 -2.694 -0.571 0.573
C -0.785 -2.644 -1.955 -0.105
C -1.867 -3.252 -2.576 -0.779
C -2.829 -3.903 -1.814 -0.490
C -2.701 -3.943 -0.433 -0.774
C -1.615 -3.341 0.190 -0.460
C 2.328 -2.403 -0.689 -0.495
C 2.360 -3.664 -1.278 0.148
C 3.498 -4.106 -1.939 -0.647
C 4.622 -3.293 -2.011 -0.454
C 4.601 -2.037 -1.423 -0.492
C 3.457 -1.595 -0.770 -0.566
H -0.456 -2.135 5.044 0.437
H 1.153 -3.915 5.567 0.331
H 2.657 -4.812 3.803 0.383
H 2.513 -3.889 1.510 0.327
H -0.056 -2.113 -2.557 0.437
H -1.959 -3.210 -3.656 0.401
H -3.679 -4.372 -2.295 0.379
H -3.455 -4.438 0.168 0.404
H -1.533 -3.351 1.270 0.360
H 1.489 -4.306 -1.226 0.454
H 3.509 -5.089 -2.393 0.389
H 5.511 -3.641 -2.522 0.368
H 5.471 -1.394 -1.473 0.389
H 3.448 -0.605 -0.327 0.327
C -1.409 0.906 -5.148 -0.983
O -0.864 0.364 -3.949 -0.262
C -0.925 1.070 -2.803 -0.044
O -0.515 0.557 -1.783 1.336
N -1.447 2.324 -2.864 0.236
N -1.377 3.221 -1.780 -0.900
H -1.314 0.124 -5.896 0.250
H -0.841 1.778 -5.480 0.324
H -2.463 1.159 -5.024 0.370
H -1.589 2.773 -3.748 0.249
H -0.425 3.232 -1.411 0.487
H -2.017 2.902 -1.060 0.320
```

Results
Charge: -1
LUMO energy, eV: 1.91
ΔE to the lowest compared entry with this formula, charge and spin, kJ/mol: 87.8
Max |F|, hartree/bohr: 0.0252
Orbital gap, eV: 6.0468
Energy, hartree: -5408.58029

No. 2
Formula: C38H32Cl2F5HgN8O5S4
Source: OMol25
Level of theory: wB97M-V/def2-TZVPD

```
95
Properties=species:S:1:pos:R:3:mulliken_charge:R:1
Hg 0.611 0.305 -0.481 1.161
O 1.119 -2.111 3.936 -0.661
C 0.745 -1.145 4.780 0.324
C 0.583 -1.495 6.126 -0.744
C 0.220 -0.548 7.062 -0.289
C 0.010 0.774 6.680 -0.743
C 0.168 1.122 5.349 -0.511
C 0.526 0.186 4.380 0.138
C 0.703 0.599 2.950 0.351
O 1.124 -0.271 2.117 -0.285
N 0.409 1.855 2.691 -0.674
N 0.640 2.188 1.373 0.804
C 0.609 3.431 1.155 -0.456
S 0.936 4.113 -0.433 0.049
C -0.031 5.603 -0.077 -0.368
C 0.350 6.051 1.323 -0.681
S 0.202 4.614 2.424 -0.167
H 1.134 -1.700 3.033 0.108
H 0.754 -2.529 6.401 0.400
H 0.100 -0.841 8.100 0.341
H -0.267 1.523 7.411 0.385
H 0.018 2.141 5.017 0.487
H -1.098 5.376 -0.135 -0.010
H 0.214 6.355 -0.829 0.419
H -0.314 6.833 1.696 0.405
H 1.377 6.418 1.334 0.289
Cl -2.329 2.243 0.130 -0.019
C -2.660 3.136 -1.314 0.285
C -3.622 4.129 -1.225 -0.750
C -3.948 4.898 -2.331 -0.456
C -3.305 4.647 -3.532 -0.677
C -2.349 3.650 -3.597 0.200
Cl -1.631 3.376 -5.174 -0.258
C -1.954 2.848 -2.505 -0.269
S -0.717 1.647 -2.659 0.113
H -4.107 4.289 -0.270 0.427
H -4.697 5.676 -2.259 0.354
H -3.535 5.217 -4.423 0.395
O -1.559 -2.259 2.357 -0.778
S -1.398 -2.311 0.882 1.175
C -2.028 -3.932 0.388 -0.073
C -1.760 -4.415 -0.884 -0.240
C -2.248 -5.664 -1.242 -0.610
C -2.973 -6.421 -0.331 -0.366
C -3.206 -5.934 0.949 -0.701
C -2.727 -4.684 1.316 -0.358
C -2.804 -1.400 0.205 -0.065
C -2.850 -1.122 -1.152 0.200
C -3.926 -0.408 -1.656 -0.610
C -4.936 0.023 -0.805 -0.393
C -4.865 -0.248 0.555 -0.784
C -3.788 -0.957 1.071 -0.299
H -1.165 -3.823 -1.572 0.411
H -2.046 -6.052 -2.234 0.418
H -3.345 -7.399 -0.613 0.356
H -3.757 -6.531 1.666 0.367
H -2.870 -4.277 2.310 0.465
H -2.038 -1.441 -1.798 0.220
H -3.960 -0.167 -2.711 0.370
H -5.765 0.599 -1.200 0.379
H -5.637 0.116 1.222 0.350
H -3.681 -1.159 2.130 0.454
C 5.571 -3.054 -0.013 -0.853
N 4.154 -3.270 -0.177 -0.140
C 3.149 -2.614 0.499 0.363
N 3.549 -1.557 1.275 -0.155
O 1.992 -2.997 0.413 -0.617
H 6.107 -3.962 -0.290 0.405
H 5.807 -2.833 1.030 0.313
H 5.954 -2.238 -0.632 0.098
H 3.822 -4.035 -0.734 0.250
H 4.356 -1.035 0.966 0.119
H 2.771 -0.977 1.586 0.234
N -1.395 -0.732 -7.114 -0.479
C -1.214 -0.919 -5.761 0.538
N -1.952 -0.158 -4.942 -0.157
N -0.390 -1.869 -5.407 -0.764
C -0.237 -2.081 -4.103 0.644
N -0.085 -2.318 -2.980 -0.534
H -1.624 0.203 -7.406 0.245
H -0.677 -1.179 -7.661 0.265
H -2.372 0.670 -5.338 0.228
H -1.630 0.032 -3.983 -0.264
F 7.906 0.369 0.452 -0.388
C 6.627 0.691 0.135 0.814
C 6.096 0.357 -1.098 -0.158
F 6.875 -0.293 -1.992 -0.420
C 4.793 0.672 -1.419 0.339
F 4.342 0.313 -2.636 -0.362
C 3.908 1.347 -0.533 0.188
O 2.709 1.635 -0.835 -0.644
C 4.512 1.682 0.714 0.112
F 3.784 2.342 1.630 -0.387
C 5.815 1.363 1.035 0.229
F 6.320 1.708 2.236 -0.366
```

Results
2S+1: 2
Charge: -2
LUMO energy (spin up / spin down), eV: 3.74 / 3.74
ΔE to the lowest compared entry with this formula, charge and spin, kJ/mol: 119.4
Max |F|, hartree/bohr: 0.0076
Orbital gap (spin up / spin down), eV: 5.2409 / 6.2007
Energy, hartree: -5447.49789

No. 3
Formula: C38H32ClN5O4PS2V
Source: OMol25
Level of theory: wB97M-V/def2-TZVPD

```
84
Properties=species:S:1:pos:R:3:mulliken_charge:R:1
V -1.248 -0.582 0.623 0.019
S -1.611 1.235 2.193 -0.708
C -3.235 0.948 1.606 0.647
C -4.392 1.627 1.984 -0.899
C -5.577 1.302 1.356 -0.235
C -5.606 0.318 0.368 -0.936
C -4.427 -0.323 0.054 -0.489
N -3.285 -0.016 0.671 0.426
H -4.341 2.396 2.741 0.474
H -6.488 1.819 1.628 0.400
H -6.522 0.057 -0.141 0.448
H -4.365 -1.094 -0.703 0.564
C 3.944 0.082 5.080 -0.553
C 4.274 -1.051 4.349 -0.753
C 3.445 -1.482 3.323 -0.049
C 2.283 -0.775 3.016 0.335
C 1.962 0.363 3.752 -0.473
C 2.786 0.786 4.784 -0.685
P 1.114 -1.302 1.731 2.087
C 2.056 -2.317 0.556 0.236
C 3.243 -1.813 0.019 -0.494
C 3.858 -2.447 -1.048 -0.793
C 3.290 -3.588 -1.601 -0.683
C 2.111 -4.093 -1.074 -0.717
C 1.494 -3.462 -0.002 -0.682
C -0.101 -2.380 2.525 0.105
C 0.109 -3.323 3.529 -0.908
C -0.973 -4.055 3.989 -0.677
C -2.241 -3.846 3.446 -0.743
C -2.441 -2.896 2.455 -0.417
C -1.369 -2.136 1.983 0.660
H 4.591 0.415 5.882 0.404
H 5.175 -1.604 4.581 0.434
H 3.703 -2.368 2.756 0.465
H 1.061 0.917 3.516 0.284
H 2.526 1.670 5.352 0.473
H 3.683 -0.914 0.436 0.559
H 4.778 -2.048 -1.455 0.440
H 3.763 -4.077 -2.442 0.394
H 1.659 -4.977 -1.504 0.433
H 0.561 -3.851 0.387 0.402
H 1.098 -3.475 3.947 0.487
H -0.837 -4.792 4.770 0.414
H -3.077 -4.428 3.812 0.392
H -3.439 -2.742 2.060 0.479
O 0.717 -1.059 -5.124 -0.601
C 1.524 -0.139 -4.622 0.243
O 2.319 0.458 -5.306 -0.627
C 1.373 0.169 -3.170 -0.420
C 2.130 1.097 -2.470 0.633
Cl 3.384 2.114 -2.986 -0.157
N 1.668 1.135 -1.198 -0.150
N 0.640 0.296 -1.035 1.554
C 0.474 -0.317 -2.188 0.163
C -0.607 -1.350 -2.229 0.042
O -0.886 -1.929 -3.278 -0.880
O -1.179 -1.531 -1.104 -0.374
C 2.124 1.902 -0.079 -0.275
C 3.448 1.826 0.323 -0.072
C 3.853 2.546 1.437 -0.998
C 2.937 3.319 2.137 -0.504
C 1.614 3.379 1.722 -0.920
C 1.198 2.672 0.604 0.109
H 0.092 -1.438 -4.436 0.431
H 4.147 1.209 -0.225 0.501
H 4.883 2.493 1.762 0.425
H 3.256 3.871 3.011 0.431
H 0.896 3.979 2.266 0.393
H 0.174 2.712 0.258 0.477
C -4.604 2.818 -2.984 -0.858
N -3.357 2.443 -3.601 0.085
C -3.151 2.585 -5.037 -0.675
C -1.713 2.087 -5.213 -0.573
N -1.193 2.274 -3.867 -0.160
C -2.179 2.350 -2.947 0.299
S -1.953 2.328 -1.287 -0.336
H -5.424 2.284 -3.466 0.303
H -4.782 3.894 -3.073 0.296
H -4.564 2.552 -1.931 0.239
H -3.260 3.634 -5.335 0.321
H -3.875 1.990 -5.592 0.400
H -1.154 2.672 -5.940 0.373
H -1.679 1.035 -5.508 0.252
H -0.280 1.965 -3.578 0.039
```

Results
2S+1: 3
Charge: 0
LUMO energy (spin up / spin down), eV: -0.24 / 0.21
ΔE to the lowest compared entry with this formula, charge and spin, kJ/mol: 33.2
Max |F|, hartree/bohr: 0.0164
Orbital gap (spin up / spin down), eV: 7.8543 / 8.3764
Energy, hartree: -4584.07143